# 1
Below is a structure of composition C32H43ClN6O4PRuSi at a distorted geometry, with properties calculated with ωB97M-V/def2-TZVPD.

The calculation puts the lowest unoccupied orbital energy (spin up / spin down) at -0.9290 / -0.9549 eV. The calculation puts the HOMO energy (spin up / spin down) at -7.33 / -7.28 eV. As for the molar mass: 771.3 g/mol. The spin multiplicity is 2. As for the total charge: 0.

```
89
Properties=species:S:1:pos:R:3:lowdin_spin:R:1
Ru -0.206 -0.548 0.089 0.824
Cl -5.894 3.434 -1.449 0.001
C -4.391 2.773 -0.853 0.004
C -4.065 2.902 0.515 0.006
C -2.893 2.409 1.013 0.002
C -1.976 1.714 0.181 0.008
O -0.864 1.277 0.674 0.008
C -2.327 1.599 -1.184 0.005
C -1.377 1.077 -2.078 0.009
N -0.320 0.450 -1.697 0.000
C 0.801 0.223 -2.557 0.003
C 0.887 0.438 -3.890 -0.004
C 2.116 0.227 -4.572 0.001
C 3.232 -0.171 -3.906 -0.003
C 3.171 -0.395 -2.507 0.000
C 4.268 -0.825 -1.717 -0.002
C 4.100 -1.033 -0.389 0.001
C 2.820 -0.825 0.189 -0.002
N 1.803 -0.416 -0.506 0.001
C 1.954 -0.198 -1.852 0.000
C -3.529 2.146 -1.689 0.002
H -4.766 3.396 1.176 0.000
H -2.654 2.485 2.069 0.000
H -1.511 1.291 -3.137 0.000
H 0.022 0.767 -4.451 0.000
H 2.159 0.393 -5.641 0.000
H 4.168 -0.324 -4.429 0.000
H 5.230 -0.996 -2.190 0.000
H 4.915 -1.372 0.237 0.000
H 2.625 -1.014 1.239 0.000
H -3.763 2.053 -2.744 0.000
O 0.275 -4.306 1.942 0.020
C 0.249 -3.377 1.195 0.017
N 0.225 -2.455 0.450 0.015
O 0.359 -0.456 2.363 0.029
P 0.228 0.581 3.434 0.004
N 1.003 2.013 3.168 0.000
C 0.260 3.291 3.171 0.000
C 1.238 4.261 2.528 0.000
C 1.888 3.396 1.450 0.000
C 2.093 2.056 2.155 0.000
N -1.346 0.983 3.667 0.001
C -2.354 -0.028 3.211 0.000
C -3.538 0.204 4.145 0.000
C -2.879 0.674 5.444 0.000
C -1.787 1.603 4.931 0.000
N 0.863 -0.072 4.837 0.001
C 1.604 0.731 5.825 0.000
C 2.994 0.056 5.964 0.000
C 2.962 -1.129 4.984 0.000
C 1.474 -1.417 4.817 0.000
H -0.015 3.584 4.185 0.000
H -0.652 3.212 2.573 0.000
H 1.991 4.576 3.255 0.000
H 0.738 5.148 2.139 0.000
H 2.823 3.806 1.070 0.000
H 1.194 3.263 0.617 0.000
H 3.069 2.010 2.647 0.000
H 2.016 1.219 1.464 0.000
H -1.966 -1.044 3.326 0.000
H -2.589 0.104 2.160 0.000
H -4.132 -0.700 4.266 0.000
H -4.187 0.992 3.751 0.000
H -2.432 -0.175 5.966 0.000
H -3.566 1.181 6.121 0.000
H -0.962 1.719 5.635 0.000
H -2.197 2.599 4.735 0.000
H 1.080 0.731 6.784 0.000
H 1.685 1.761 5.484 0.000
H 3.143 -0.298 6.985 0.000
H 3.799 0.755 5.738 0.000
H 3.514 -1.992 5.357 0.000
H 3.385 -0.842 4.017 0.000
H 1.101 -2.006 5.661 0.000
H 1.223 -1.938 3.900 0.000
C -2.472 -3.180 -1.613 0.000
Si -3.139 -2.154 -0.206 0.005
C -4.769 -1.423 -0.726 0.000
C -3.424 -3.238 1.278 0.001
O -2.144 -0.902 0.162 0.044
H -2.955 -4.161 -1.674 0.000
H -1.400 -3.341 -1.470 0.001
H -2.619 -2.673 -2.574 0.000
H -5.545 -2.195 -0.793 0.000
H -4.695 -0.931 -1.702 0.000
H -5.099 -0.674 0.005 0.000
H -4.155 -2.787 1.959 0.000
H -2.489 -3.380 1.829 0.000
H -3.798 -4.227 0.993 0.000
```

---

# 2
Below is a cluster of 8 separate species, C32H43ClN9O3P in total at a distorted geometry, with properties calculated with ωB97M-V/def2-TZVPD.

The calculation puts the lowest unoccupied orbital energy at -0.6013 eV. The calculation puts the HOMO energy at -7.94 eV. As for the molar mass: 668.2 g/mol. The spin multiplicity is 1. As for the total charge: 0.

```
89
Properties=species:S:1:pos:R:3:lowdin_charge:R:1
N -4.701 3.011 3.107 -0.314
P -3.643 1.842 2.748 0.769
C -4.437 0.776 1.386 -0.455
O -5.630 1.039 1.069 0.037
O -3.832 -0.316 0.699 -0.056
C -2.464 -0.027 0.285 -0.382
N -1.557 -0.805 1.182 0.063
C -2.281 -0.324 -1.281 -0.062
C -2.369 -1.863 -1.688 -0.636
O -2.846 -2.779 -0.984 0.007
Cl -1.692 -2.386 -3.336 0.599
H -4.935 2.965 4.117 -0.031
H -2.456 2.444 2.210 0.011
H -3.285 1.099 3.926 0.006
H -2.174 1.084 0.433 0.132
H -1.426 -1.778 0.866 0.080
H -2.099 -0.902 2.067 0.070
H -1.330 0.209 -1.643 0.139
H -3.168 0.201 -1.812 0.138
N -3.347 0.733 -6.029 0.006
C -3.626 2.048 -6.286 -0.140
C -4.419 2.520 -5.268 -0.111
C -4.620 1.451 -4.360 -0.114
C -3.944 0.362 -4.854 -0.153
H -2.788 0.132 -6.612 0.143
H -3.240 2.534 -7.169 0.105
H -4.810 3.524 -5.185 0.088
H -5.196 1.476 -3.445 0.080
H -3.839 -0.643 -4.473 0.078
N -0.380 -0.806 4.481 0.001
C 0.935 -1.012 4.805 -0.131
C 0.976 -1.643 6.026 -0.119
C -0.363 -1.830 6.450 -0.110
C -1.178 -1.307 5.477 -0.150
H -0.711 -0.358 3.641 0.102
H 1.725 -0.692 4.143 0.108
H 1.870 -1.939 6.554 0.084
H -0.694 -2.297 7.366 0.093
H -2.254 -1.246 5.407 0.099
N 2.941 1.011 -4.300 0.004
C 2.193 1.268 -5.418 -0.133
C 1.183 0.339 -5.474 -0.106
C 1.323 -0.507 -4.346 -0.118
C 2.414 -0.067 -3.639 -0.142
H 3.752 1.533 -4.009 0.145
H 2.444 2.087 -6.075 0.108
H 0.426 0.276 -6.242 0.088
H 0.696 -1.344 -4.080 0.033
H 2.860 -0.428 -2.725 0.083
N 3.570 -4.145 5.723 0.001
C 4.699 -4.395 6.458 -0.139
C 5.784 -4.263 5.625 -0.112
C 5.291 -3.914 4.344 -0.117
C 3.922 -3.846 4.436 -0.148
H 2.627 -4.175 6.075 0.133
H 4.633 -4.647 7.505 0.106
H 6.817 -4.401 5.908 0.091
H 5.873 -3.732 3.453 0.077
H 3.171 -3.613 3.697 0.102
N 5.215 -1.277 -1.290 -0.024
C 6.534 -1.485 -0.976 -0.149
C 6.584 -2.123 0.239 -0.090
C 5.247 -2.313 0.670 -0.092
C 4.426 -1.784 -0.294 -0.141
H 4.879 -0.823 -2.124 0.124
H 7.320 -1.159 -1.642 0.114
H 7.482 -2.422 0.759 0.098
H 4.921 -2.785 1.585 0.074
H 3.349 -1.724 -0.356 0.109
N 5.510 1.479 0.061 0.015
C 5.990 2.635 -0.494 -0.148
C 5.668 3.674 0.345 -0.120
C 4.973 3.123 1.450 -0.117
C 4.893 1.766 1.248 -0.136
H 5.598 0.557 -0.343 0.084
H 6.517 2.619 -1.437 0.100
H 5.907 4.715 0.182 0.089
H 4.576 3.660 2.299 0.089
H 4.451 0.983 1.845 0.103
N -7.126 3.104 -1.925 0.002
C -7.856 3.361 -3.056 -0.155
C -8.871 2.438 -3.122 -0.116
C -8.753 1.598 -1.987 -0.110
C -7.669 2.034 -1.265 -0.138
H -6.316 3.622 -1.625 0.145
H -7.589 4.174 -3.714 0.102
H -9.617 2.376 -3.901 0.089
H -9.391 0.766 -1.726 0.090
H -7.238 1.677 -0.342 0.080
```

---

Record-wise relative energy (zero: lowest compared OMol25 entry of this formula, charge and spin) values, in kJ/mol: 66.4 32.9
Record-wise calculated total energy values, in a.u.: -3060.81527 -2765.05957